124
Properties=species:S:1:pos:R:3:forces:R:3 method="wB97M-V/def2-TZVPD" homo_energy_ev="-6.75 / -6.74" s_squared=1.002 homo_lumo_gap_ev="4.80 / 4.76" spin_multiplicity=2
Fe 0.15391 0.06778 0.31595 0.8016 0.4674 0.9428
O -2.59829 -2.91723 0.03678 0.0597 0.0539 -0.0201
C -1.49895 -2.55769 -0.32881 0.1561 -0.2202 0.1160
O -1.12474 -1.35946 -0.66297 -0.5404 -0.2268 -0.1552
C -0.30395 -3.51037 -0.47169 0.0231 0.2185 0.5674
P 1.02669 -2.24333 -0.50002 -0.1744 -0.2907 -0.9313
C 2.58673 -3.04606 0.02959 0.0667 0.2079 -0.0799
C 3.78863 -2.53793 -0.47236 0.0005 -0.0575 0.0621
C 5.00628 -3.00674 -0.00962 0.0287 0.0801 0.0035
C 5.04221 -3.97674 0.98429 0.0358 0.0071 0.0319
C 3.85543 -4.48243 1.49163 0.0258 -0.0439 0.0562
C 2.63400 -4.02102 1.02018 -0.0605 0.0425 -0.0752
C 1.24684 -2.21345 -2.34311 0.1416 -0.0158 0.1086
C 0.48665 -1.35439 -3.13407 -0.0199 0.0612 0.0218
C 0.54675 -1.42720 -4.51823 0.0031 0.0119 -0.0158
C 1.36232 -2.36346 -5.13474 0.0191 0.0006 -0.0279
C 2.11653 -3.23004 -4.35804 0.0401 -0.0438 -0.0290
C 2.05644 -3.16049 -2.97395 -0.0523 0.1035 -0.0282
H -0.35846 -4.03410 -1.42547 0.0997 0.0394 -0.0232
H -0.24084 -4.22829 0.33949 -0.0348 0.0122 0.0666
H 3.75997 -1.77577 -1.24478 0.0416 -0.0321 -0.0451
H 5.92976 -2.61942 -0.42583 0.0030 -0.0175 0.0091
H 5.99198 -4.33322 1.36295 -0.0045 -0.0348 -0.0320
H 3.87852 -5.24002 2.26478 -0.0057 0.0033 -0.0049
H 1.71416 -4.40267 1.43769 -0.0313 0.0021 0.0624
H -0.18278 -0.64229 -2.66869 -0.0631 -0.0299 0.0126
H -0.05605 -0.75404 -5.11488 -0.0098 -0.0027 0.0174
H 1.40149 -2.42724 -6.21482 0.0084 0.0114 0.0026
H 2.75026 -3.97110 -4.82962 -0.0124 -0.0037 0.0068
H 2.64030 -3.85429 -2.38458 -0.0057 -0.0380 -0.0313
S 2.17299 -0.33983 1.62920 -0.0435 0.4417 -0.7905
C 3.40284 0.37034 0.71489 0.0158 -0.9607 2.1181
N 4.67381 0.34488 1.15472 -0.4281 0.2363 -0.5262
C 5.75293 0.75369 0.27410 0.1408 0.1670 -0.2573
C 5.29598 1.90298 -0.59441 0.2256 -0.1311 0.2159
N 4.08884 1.50789 -1.30351 -0.1400 -0.4304 0.5593
C 3.91646 1.98628 -2.67462 -0.0356 0.2774 -0.1491
C 4.09787 3.48231 -2.76565 0.0119 -0.0044 0.0400
C 5.24508 4.03305 -3.32273 -0.0172 -0.0353 -0.0065
C 5.41780 5.40988 -3.35709 0.0148 0.0173 0.0006
C 4.44265 6.24259 -2.83010 0.0480 0.0082 -0.0150
C 3.28899 5.69803 -2.28213 -0.0452 0.0165 0.0296
C 3.11608 4.32393 -2.24894 -0.0096 -0.0457 0.0467
C 3.10455 0.93026 -0.58644 -1.1489 0.8407 -1.9416
S 1.52186 0.91513 -1.20061 1.3399 -0.1279 -0.0522
C 5.04910 -0.08947 2.49299 0.0055 -0.0562 0.1662
C 5.47556 1.09149 3.33342 0.0731 0.0722 -0.0239
C 4.60641 2.16545 3.51220 -0.0401 -0.0314 -0.0262
C 4.99762 3.26704 4.25481 -0.0395 0.0411 0.0042
C 6.26177 3.30831 4.82920 0.0437 -0.0398 -0.0093
C 7.12969 2.24119 4.65859 0.0122 0.0597 0.0390
C 6.73766 1.13908 3.91087 -0.0178 -0.0892 -0.0376
H 6.06198 -0.08759 -0.35707 0.0176 -0.0360 0.1019
H 6.59970 1.06730 0.88422 -0.0237 -0.0115 0.0330
H 6.06465 2.16468 -1.31789 -0.0066 -0.0220 -0.0325
H 5.10237 2.78132 0.03098 -0.0082 0.0445 -0.1040
H 2.91831 1.71373 -3.00300 0.0396 -0.0857 -0.0631
H 4.64232 1.47318 -3.31176 0.0208 -0.0062 0.0770
H 6.00699 3.38295 -3.73953 -0.0059 -0.0037 -0.0009
H 6.31388 5.82962 -3.79554 -0.0057 0.0042 0.0041
H 4.58073 7.31573 -2.84880 -0.0192 -0.0014 -0.0190
H 2.51902 6.34744 -1.88597 -0.0026 -0.0139 0.0087
H 2.21292 3.89286 -1.83042 0.0493 0.0682 -0.0115
H 5.86104 -0.81557 2.41042 -0.0341 -0.0174 -0.0455
H 4.19271 -0.59021 2.93669 0.0587 -0.0920 0.0131
H 3.61529 2.13340 3.06985 0.0044 0.0269 -0.0047
H 4.31582 4.09778 4.38634 -0.0092 -0.0167 -0.0014
H 6.56873 4.16996 5.40710 -0.0074 0.0008 0.0010
H 8.11698 2.26819 5.10122 -0.0084 -0.0067 0.0043
H 7.41879 0.30531 3.77984 0.0008 0.0105 -0.0124
F -3.09603 5.35938 -4.72461 0.0083 -0.0319 0.0375
C -2.79086 4.41549 -3.82458 0.0389 0.0081 -0.0164
C -1.47553 4.15694 -3.49340 0.0433 0.0703 -0.0315
F -0.48785 4.85875 -4.07099 -0.0294 -0.0281 0.0027
C -1.17457 3.18062 -2.56137 -0.4010 0.0697 -0.0082
F 0.13848 2.97451 -2.29566 -0.2093 0.1511 -0.2267
C -2.14679 2.41901 -1.90477 0.7282 0.1158 -0.0322
S -1.86361 1.14641 -0.75389 -0.3847 -0.3044 -0.2540
C -3.47099 2.71174 -2.27215 0.1157 0.0418 0.0710
F -4.47157 2.03737 -1.70605 -0.0384 0.0338 -0.0434
C -3.78924 3.67940 -3.20473 0.0317 -0.0309 0.0118
F -5.06510 3.91650 -3.51896 -0.0143 0.0050 0.0065
O 0.22631 -2.48184 2.17883 0.0322 0.0822 -0.0920
C -0.67403 -1.68785 2.45346 0.1073 -0.2581 0.0416
N -1.59916 -1.89478 3.41546 -0.3147 0.1664 0.0322
C -2.48842 -0.76603 3.57559 0.0401 -0.0444 0.1542
C -1.93552 0.16278 2.46921 0.0392 -0.0247 -0.2514
O -2.37469 1.26183 2.22445 -0.0365 0.0297 0.2627
N -0.87209 -0.45780 1.85830 -0.3685 -0.3940 0.6382
C -3.95250 -1.09900 3.33271 -0.0332 -0.0730 -0.0224
C -4.35258 -2.36524 2.92590 0.0768 0.0531 -0.0086
C -5.70177 -2.65606 2.78237 -0.0626 -0.0125 0.0074
C -6.65661 -1.68289 3.02761 0.0106 -0.0576 -0.0245
C -6.25543 -0.40506 3.39211 -0.0209 0.0782 0.0159
C -4.91131 -0.11315 3.54774 0.0109 -0.0109 0.0055
C -2.30287 -0.17212 4.97517 -0.0052 0.0328 -0.0658
C -1.93601 1.14732 5.19836 0.0197 0.0046 -0.0086
C -1.72312 1.60527 6.49358 0.0178 -0.0012 0.0330
C -1.87552 0.75162 7.57315 0.0087 0.0638 0.0383
C -2.27045 -0.56192 7.35670 -0.0143 -0.0888 -0.0181
C -2.48985 -1.01670 6.06794 0.0103 0.0750 0.0042
H -1.63496 -2.72804 3.97188 0.1476 -0.0587 -0.0415
H -3.61677 -3.12130 2.68896 0.0197 0.0117 -0.0212
H -6.00179 -3.64795 2.46938 -0.0011 0.0098 -0.0074
H -7.70894 -1.91673 2.92920 0.0001 0.0178 -0.0347
H -6.99508 0.36831 3.55642 0.0073 -0.0002 0.0145
H -4.59472 0.88293 3.83026 -0.0262 -0.0047 0.0181
H -1.83079 1.82301 4.36121 -0.0124 -0.0033 0.0097
H -1.43468 2.63730 6.65334 -0.0118 -0.0020 0.0057
H -1.69873 1.10753 8.58014 -0.0126 0.0005 -0.0029
H -2.40770 -1.23564 8.19315 -0.0119 0.0207 0.0065
H -2.82324 -2.03640 5.90862 0.0066 -0.0061 0.0081
N -0.54573 5.45420 0.96516 0.1094 0.1224 -0.1966
C -0.15422 4.30292 1.57558 0.1886 -0.1902 0.3980
C -0.03409 3.10226 0.85285 0.1220 0.0607 -0.1935
N 0.30456 1.97160 1.43817 -0.2561 -0.0482 -0.2471
C 0.55609 2.01267 2.75566 0.1147 0.1402 0.1448
C 0.51233 3.20966 3.44048 -0.0029 -0.1816 -0.1172
N 0.15708 4.35483 2.86726 -0.1114 0.1905 -0.1557
H -1.00315 5.40800 0.07188 -0.0762 -0.0322 0.0304
H -0.76750 6.22949 1.56460 -0.0431 -0.0046 0.0042
H -0.21674 3.07888 -0.21006 -0.0378 0.0036 0.1700
H 0.79040 1.09135 3.26156 -0.0392 -0.0449 0.0229
H 0.76557 3.24801 4.49377 -0.0461 -0.0550 0.0048

***

126
Properties=species:S:1:pos:R:3:forces:R:3 method="wB97M-V/def2-TZVPD" charge=+1 homo_energy_ev=-10.51 homo_lumo_gap_ev=6.35 spin_multiplicity=1
C 4.17045 1.56306 -0.71616 -0.0446 0.8554 0.0761
C 4.80365 2.88710 -0.33997 0.1766 0.0682 1.4744
O 4.88998 3.23377 0.82037 -0.0244 -0.1863 -1.3880
O 5.33534 3.67604 -1.33322 -0.3409 -0.0790 0.2331
C 4.36064 4.21074 -2.22716 0.1618 -0.1595 0.0299
C 3.37233 5.17141 -1.51227 0.3362 -0.7045 -0.4956
C 2.03963 4.49970 -1.36112 1.7084 0.6916 1.6960
C 1.65343 3.88334 -0.17581 0.8581 0.2202 0.0242
C 0.46684 3.22801 -0.11358 0.7503 -0.3434 1.6562
C -0.34396 3.18523 -1.18879 -2.0145 -0.4891 -0.2510
C -1.62876 2.42186 -1.15409 0.6401 -0.6716 0.1052
C -1.21803 0.91651 -1.08765 -0.2142 0.9980 -0.6827
C -2.25073 -0.00031 -1.72056 -0.3056 0.4399 1.1667
F -2.03671 -0.11800 -3.03067 0.3873 -0.2008 -0.5773
F -3.47447 0.57267 -1.59306 -0.3454 -0.0658 0.0702
C -2.34468 -1.41627 -1.04854 -0.1476 0.3827 -1.1479
F -2.69547 -2.28789 -2.00900 0.0591 -0.2811 -0.2124
F -3.32168 -1.39942 -0.14612 0.0662 0.0176 0.4158
C -1.02463 -1.90306 -0.43601 -0.5811 -1.6727 0.1833
F -0.00627 -1.57531 -1.24239 0.1639 0.3160 -0.2660
F -0.83232 -1.37613 0.76812 0.0327 0.5050 0.4335
C -1.01504 -3.47622 -0.24963 0.5503 0.4587 0.6983
F -0.60247 -4.08042 -1.34874 -0.2393 -0.1109 -0.2721
F -2.20006 -3.92073 0.13576 -0.2210 -0.0347 -0.2745
F -0.14902 -3.75499 0.72943 0.1414 -0.0177 -0.1194
N 0.02003 3.81383 -2.28997 -0.1426 -0.0179 -0.4312
C 1.19271 4.45750 -2.37859 -0.9768 0.3636 -2.2053
H 3.53713 1.28266 0.11528 -0.1011 -0.1726 0.1514
H 3.56700 1.64786 -1.61675 0.0689 -0.1605 -0.1973
H 4.93388 0.80338 -0.85541 -0.0188 0.2693 -0.0209
H 4.90357 4.73557 -3.00025 0.2924 0.1126 -0.0068
H 3.84981 3.37777 -2.71350 -0.2227 0.0750 -0.1213
H 3.29122 6.07240 -2.11071 -0.1486 0.1998 0.0521
H 3.79985 5.41968 -0.54876 -0.0234 0.1853 0.1650
H 2.31663 3.91996 0.67291 0.0961 0.0254 0.2280
H 0.20664 2.75091 0.81455 -0.3560 -0.2032 0.0997
H -2.25090 2.63979 -2.01456 -0.2037 0.0701 -0.0194
H -2.12075 2.65668 -0.21913 -0.4956 0.2502 -0.0832
H -1.02534 0.69009 -0.04691 0.1301 -0.2792 0.0118
H -0.32368 0.82644 -1.69535 0.2884 -0.4347 0.2218
H -0.61774 3.77983 -3.07527 0.1180 0.1496 -0.1477
H 1.41382 4.93617 -3.31644 -0.1043 0.0667 -0.2526
F -2.01628 0.52974 2.99138 0.0278 0.0449 -0.0673
C -3.19073 0.13478 3.55159 -0.2673 -0.0873 0.1419
C -4.02388 -0.69338 2.82976 0.0820 -0.0350 -0.1682
C -5.22405 -1.09911 3.39591 0.0595 0.1113 0.1781
C -5.57237 -0.66361 4.66865 -0.0473 -0.0573 0.0353
C -4.71907 0.17284 5.37637 -0.0525 -0.0379 -0.1665
C -3.51333 0.57456 4.81742 0.1817 0.1846 0.1207
H -3.72934 -1.00986 1.84270 -0.0293 -0.0209 0.1049
H -5.88670 -1.75396 2.84568 0.0068 0.0044 -0.0208
H -6.50886 -0.97713 5.10801 -0.0026 0.0146 0.0018
H -4.99186 0.51368 6.36580 0.0331 -0.0128 0.0187
H -2.83092 1.22027 5.35537 -0.0041 0.0042 -0.0193
F 1.96635 6.90917 0.60854 0.0918 0.1289 -0.0746
C 0.72515 7.45038 0.67829 -0.0615 0.1362 0.0292
C 0.55529 8.81775 0.63950 0.2151 0.1531 -0.0304
C -0.73366 9.32555 0.73152 -0.0997 -0.2272 0.0229
C -1.82106 8.46724 0.87012 0.0075 0.0782 -0.0303
C -1.62243 7.09424 0.90615 0.0695 0.2329 -0.1024
C -0.33477 6.58816 0.79745 -0.3338 -0.3746 0.0586
H 1.41444 9.46886 0.54755 -0.0014 -0.0143 0.0047
H -0.89047 10.39469 0.70060 0.0207 0.0108 0.0114
H -2.82071 8.87198 0.94888 0.0058 0.0077 0.0119
H -2.46374 6.42262 1.01491 0.0073 -0.0031 0.0207
H -0.14826 5.52646 0.82206 -0.0259 -0.0250 0.1169
F 5.64870 -0.72110 -1.74401 0.3085 -0.2263 -0.2205
C 4.89630 -1.84420 -1.73075 -0.2487 -0.4546 0.0048
C 5.48937 -3.06131 -1.99019 0.3269 -0.0221 -0.0736
C 4.71052 -4.20908 -1.97381 -0.1378 0.0754 -0.0060
C 3.34904 -4.12538 -1.70817 0.0198 -0.0206 -0.0470
C 2.77002 -2.89058 -1.45859 0.5060 -0.1935 0.0339
C 3.54874 -1.74183 -1.46485 -0.1944 0.2867 0.2365
H 6.54927 -3.10629 -2.20403 0.0004 0.0065 0.0140
H 5.16598 -5.16996 -2.17222 0.0399 0.0228 -0.0304
H 2.74200 -5.02104 -1.70259 0.0061 0.0082 0.0084
H 1.72210 -2.81865 -1.26156 -0.2043 -0.0390 0.0552
H 3.11281 -0.76954 -1.26573 -0.0024 -0.0962 -0.0183
F -1.51096 0.61080 10.34040 0.0153 0.0250 0.0039
C -2.26037 -0.38420 9.82957 -0.1290 -0.1587 -0.0740
C -2.91555 -1.24234 10.68964 0.0020 0.0094 0.2096
C -3.68977 -2.26316 10.15784 0.0372 0.0512 -0.1321
C -3.79166 -2.41790 8.78165 -0.0470 -0.0528 -0.0096
C -3.12126 -1.54674 7.93429 -0.0176 -0.0723 0.1262
C -2.35250 -0.51787 8.45883 0.0792 0.1277 -0.1579
H -2.81753 -1.10903 11.75872 0.0105 0.0297 -0.0123
H -4.21431 -2.93913 10.81937 0.0146 0.0019 0.0222
H -4.39388 -3.21733 8.37072 0.0073 0.0008 -0.0022
H -3.19624 -1.66813 6.86232 0.0081 0.0092 -0.0080
H -1.82760 0.17669 7.81552 0.0334 -0.0053 0.0347
F -8.91364 -0.67586 4.92807 0.0081 -0.0057 0.0279
C -9.48433 -0.38003 3.74142 -0.1331 0.0661 -0.2644
C -8.73969 0.27612 2.78146 0.2517 0.0608 0.0493
C -9.33007 0.57484 1.56213 -0.1437 -0.0744 0.0533
C -10.65144 0.22351 1.32286 -0.0189 0.0178 -0.0751
C -11.38333 -0.43261 2.30309 0.1175 0.0511 -0.0371
C -10.79734 -0.74276 3.52163 -0.1227 -0.1058 0.1504
H -7.71295 0.54867 2.98891 -0.0114 -0.0171 0.0406
H -8.75729 1.08307 0.79793 0.0153 0.0157 0.0156
H -11.11051 0.46101 0.37252 -0.0062 -0.0025 0.0069
H -12.41402 -0.70370 2.11959 -0.0027 -0.0196 0.0146
H -11.34883 -1.25996 4.29546 0.0223 0.0183 0.0171
F 5.83031 -1.09660 -7.04219 0.0230 0.0182 -0.0005
C 4.72641 -1.69260 -6.55556 -0.1637 -0.1170 0.0725
C 4.05251 -2.60555 -7.34287 0.0627 -0.0678 -0.1836
C 2.91748 -3.22135 -6.83463 0.0205 0.0646 0.1238
C 2.46869 -2.91203 -5.55704 -0.0520 -0.0292 0.0054
C 3.15845 -1.98836 -4.78359 -0.0726 -0.0382 -0.2321
C 4.29931 -1.37518 -5.28146 0.0791 0.1503 0.1412
H 4.41534 -2.82757 -8.33774 0.0279 0.0124 0.0159
H 2.38390 -3.94432 -7.43678 0.0126 0.0048 -0.0230
H 1.58255 -3.39390 -5.16412 0.0109 -0.0025 0.0032
H 2.80971 -1.74583 -3.79015 0.0348 -0.0317 -0.1007
H 4.85763 -0.65969 -4.69031 0.0284 -0.0050 -0.0269
F 5.37441 -7.85637 -6.36219 -0.0245 -0.0063 -0.0087
C 6.40826 -7.25067 -5.74787 0.1840 0.0917 0.1015
C 7.43011 -8.02331 -5.23284 0.0084 -0.2091 -0.0066
C 8.49487 -7.39486 -4.60388 -0.0745 0.1185 -0.0140
C 8.52034 -6.01105 -4.49034 0.0508 0.0308 0.0535
C 7.48103 -5.25324 -5.01252 0.0421 -0.1016 0.0539
C 6.41682 -5.87396 -5.65088 -0.1996 0.1696 -0.0667
H 7.38781 -9.10038 -5.32548 -0.0182 0.0113 -0.0278
H 9.30576 -7.98659 -4.20139 -0.0099 -0.0222 -0.0002
H 9.35053 -5.52478 -3.99528 0.0042 -0.0014 -0.0140
H 7.49689 -4.17468 -4.92223 -0.0107 0.0121 -0.0485
H 5.60045 -5.29935 -6.07063 -0.0112 -0.0223 0.0074